Entry 1:
{"formula": "C6H14EuO4", "method": "ωB97M-V/def2-TZVPD", "orbital_gap_ev": [3.471, 3.529], "energy_ha": -1248.04427, "multiplicity": 8, "charge": 0, "symbols": ["C", "O", "C", "C", "O", "C", "C", "O", "C", "Eu", "H", "H", "H", "H", "H", "H", "H", "H", "H", "H", "H", "H", "H", "O", "H"], "coordinates": [[2.542, 2.246, 0.371], [2.328, 0.912, 0.714], [2.374, 0.669, 2.134], [1.828, -0.708, 2.413], [0.395, -0.633, 2.647], [-0.565, -0.746, 1.385], [-1.672, 0.254, 1.600], [-1.080, 1.533, 1.819], [-1.995, 2.614, 1.773], [0.618, 1.573, 3.489], [2.494, 2.333, -0.723], [1.769, 2.907, 0.810], [3.535, 2.600, 0.707], [3.429, 0.729, 2.463], [2.284, -1.127, 3.322], [1.998, -1.429, 1.592], [-0.986, -1.764, 1.332], [0.189, -0.534, 0.619], [-2.312, -0.022, 2.455], [-2.351, 0.301, 0.736], [-1.442, 3.525, 2.029], [-2.413, 2.699, 0.760], [-2.815, 2.466, 2.492], [-1.347, -1.761, -1.236], [-0.462, -1.786, -1.619]]}



Entry 2:
{"formula": "C6H14IN2O", "method": "ωB97M-V/def2-TZVPD", "orbital_gap_ev": 9.246, "energy_ha": -719.13681, "e_above_lowest_kj_mol": 206.2, "multiplicity": 1, "charge": 1, "symbols": ["C", "C", "C", "C", "C", "C", "N", "N", "O", "I", "H", "H", "H", "H", "H", "H", "H", "H", "H", "H", "H", "H", "H", "H"], "coordinates": [[0.885, 0.063, -1.340], [0.695, 0.205, 0.993], [0.033, 1.284, -1.530], [-0.274, 1.465, 0.979], [-0.200, -3.033, 0.166], [0.744, -2.029, 0.106], [0.379, -0.616, -0.110], [0.140, 2.176, -0.233], [2.081, -2.114, 0.273], [-3.916, 0.501, 1.025], [0.945, -0.601, -2.196], [1.920, 0.391, -1.341], [1.718, 0.510, 1.149], [0.456, -0.411, 1.898], [0.392, 1.900, -2.396], [-1.088, 1.081, -1.743], [-1.308, 1.215, 1.087], [-0.064, 1.972, 1.869], [-5.416, 0.484, 0.802], [0.052, -4.039, 0.457], [-1.186, -2.709, 0.155], [1.106, 2.255, -0.403], [-0.330, 3.048, -0.271], [2.237, -3.001, 0.601]]}



Entry 3:
{"formula": "C6H14INO3P", "method": "ωB97M-V/def2-TZVPD", "orbital_gap_ev": 7.398, "energy_ha": -1156.62092, "e_above_lowest_kj_mol": 0.0, "multiplicity": 1, "charge": -1, "symbols": ["C", "C", "C", "C", "C", "O", "C", "O", "O", "P", "N", "H", "H", "H", "H", "H", "H", "H", "H", "H", "H", "H", "H", "H", "H", "I"], "coordinates": [[2.698, 0.429, 0.563], [1.865, -0.134, -0.587], [1.420, -1.571, -0.326], [0.680, 0.749, -1.031], [0.099, 1.671, 0.022], [-1.273, 2.004, -0.359], [-2.208, 1.719, 0.556], [-2.281, 2.220, 1.634], [-3.086, 0.832, 0.072], [-2.725, -0.793, 0.310], [-1.697, -0.978, 1.480], [3.352, 1.236, 0.241], [3.349, -0.357, 0.936], [2.108, 0.761, 1.409], [2.540, -0.171, -1.442], [2.243, -2.155, 0.077], [0.565, -1.613, 0.341], [1.126, -2.038, -1.262], [-0.128, 0.098, -1.356], [0.964, 1.324, -1.907], [0.083, 1.218, 1.003], [0.624, 2.620, 0.051], [-3.993, -1.309, 0.644], [-2.298, -1.360, -1.025], [-2.135, -1.415, 2.280], [-1.894, -2.986, -2.326]]}



Entry 4:
{"formula": "C6H14N2", "method": "ωB97M-V/def2-TZVPD", "orbital_gap_ev": [2.644, 8.143], "energy_ha": -346.40975, "e_above_lowest_kj_mol": 100.0, "multiplicity": 2, "charge": -1, "symbols": ["C", "C", "C", "C", "N", "C", "C", "N", "H", "H", "H", "H", "H", "H", "H", "H", "H", "H", "H", "H", "H", "H"], "coordinates": [[0.082, 0.484, -1.996], [-0.129, 0.917, -0.545], [0.480, -0.143, 0.370], [1.786, -0.406, 0.348], [2.237, -1.418, 1.252], [-0.674, -0.970, 0.957], [-1.667, -0.221, 1.839], [-0.599, 1.397, -2.885], [1.192, 0.603, -2.067], [0.019, -0.544, -2.270], [0.526, 1.765, -0.250], [-1.168, 1.093, -0.277], [2.548, 0.005, -0.286], [1.621, -1.821, 1.943], [3.147, -1.241, 1.626], [-1.248, -1.381, 0.111], [-0.271, -1.778, 1.553], [-1.384, 0.892, 1.980], [-1.732, -0.700, 2.831], [-2.690, -0.164, 1.367], [-1.593, 1.253, -2.962], [-0.483, 2.377, -2.640]]}



Entry 5:
{"formula": "C6H14N2", "method": "ωB97M-V/def2-TZVPD", "orbital_gap_ev": 3.166, "energy_ha": -346.16224, "e_above_lowest_kj_mol": 958.1, "multiplicity": 1, "charge": 0, "symbols": ["C", "C", "C", "C", "C", "C", "N", "N", "H", "H", "H", "H", "H", "H", "H", "H", "H", "H", "H", "H", "H", "H"], "coordinates": [[2.849, 0.448, -0.354], [1.726, -0.122, 0.528], [0.418, -0.304, -0.256], [-0.680, -1.164, 0.265], [-0.732, -1.480, 1.583], [-2.883, 1.008, -0.776], [-1.824, 0.479, -1.674], [1.716, 0.560, 1.761], [2.906, 0.072, -1.389], [2.899, 1.558, -0.386], [3.815, 0.132, 0.086], [2.174, -1.102, 0.752], [0.018, 0.689, -0.419], [0.692, -0.790, -1.201], [-1.353, -2.287, 1.974], [-1.486, -1.496, -0.391], [-3.861, 0.508, -0.854], [-3.032, 2.052, -0.530], [-2.385, 0.315, -0.121], [-1.977, 0.656, -2.674], [1.100, 1.362, 1.703], [-0.100, -1.093, 2.374]]}



Entry 6:
{"formula": "C6H14N2", "method": "ωB97M-V/def2-TZVPD", "orbital_gap_ev": 10.191, "smiles": "C=CN=C.CC(C)N", "energy_ha": -346.46074, "e_above_lowest_kj_mol": 174.4, "multiplicity": 1, "charge": 0, "symbols": ["C", "C", "N", "C", "H", "H", "H", "H", "H", "C", "C", "C", "N", "H", "H", "H", "H", "H", "H", "H", "H", "H"], "coordinates": [[1.786, 2.312, -1.463], [1.905, 2.377, -0.141], [2.978, 1.837, 0.593], [3.231, 0.611, 0.451], [2.493, 1.754, -2.059], [0.969, 2.816, -1.957], [1.246, 2.973, 0.469], [4.069, 0.157, 0.973], [2.635, -0.057, -0.180], [-0.588, -0.303, 0.423], [-1.833, -1.036, -0.131], [-1.684, -2.529, 0.135], [-3.127, -0.572, 0.325], [0.274, -0.606, -0.166], [-0.713, 0.779, 0.401], [-0.458, -0.633, 1.457], [-1.810, -0.927, -1.222], [-2.477, -3.048, -0.409], [-0.753, -2.874, -0.316], [-1.722, -2.776, 1.194], [-3.200, 0.444, 0.289], [-3.223, -0.699, 1.334]]}



Entry 7:
{"formula": "C6H14N2", "method": "ωB97M-V/def2-TZVPD", "orbital_gap_ev": 9.221, "smiles": "C/C=N\\N(C)C(C)C", "energy_ha": -346.44319, "e_above_lowest_kj_mol": 220.5, "multiplicity": 1, "charge": 0, "symbols": ["C", "C", "N", "N", "C", "C", "C", "C", "H", "H", "H", "H", "H", "H", "H", "H", "H", "H", "H", "H", "H", "H"], "coordinates": [[-2.685, 0.169, 0.694], [-1.788, -1.005, 0.927], [-0.515, -0.997, 0.990], [0.147, 0.222, 0.735], [1.318, 0.322, 1.575], [0.443, -0.165, -0.850], [0.369, 1.177, -1.560], [1.789, -0.845, -1.038], [-3.612, 0.045, 1.251], [-2.178, 1.084, 1.001], [-2.944, 0.271, -0.360], [-2.243, -1.981, 1.049], [0.988, 0.523, 2.599], [1.934, 1.143, 1.211], [1.917, -0.596, 1.614], [-0.330, -0.809, -1.288], [1.187, 1.824, -1.247], [-0.585, 1.659, -1.357], [0.433, 1.021, -2.635], [1.829, -1.776, -0.478], [1.912, -1.088, -2.096], [2.613, -0.199, -0.736]]}



Entry 8:
{"formula": "C6H14N2O", "method": "ωB97M-V/def2-TZVPD", "orbital_gap_ev": [6.596, 7.026], "energy_ha": -421.52060, "e_above_lowest_kj_mol": 734.3, "multiplicity": 1, "charge": 0, "symbols": ["C", "C", "C", "C", "C", "N", "N", "C", "O", "H", "H", "H", "H", "H", "H", "H", "H", "H", "H", "H", "H", "H", "H"], "coordinates": [[0.296, -1.701, 0.817], [-0.208, 1.935, -2.016], [1.725, -2.059, 1.085], [-1.558, 2.492, -1.672], [0.361, 0.504, -0.039], [-0.385, -1.264, 2.007], [0.552, 1.302, 1.007], [-0.003, -0.090, -1.047], [-0.318, -2.798, 0.157], [-1.209, -2.541, -0.106], [-0.326, -1.947, 2.769], [-1.369, -1.092, 1.831], [0.054, 0.963, 1.833], [1.505, 1.557, 1.225], [-0.171, -0.803, -1.820], [0.638, 2.568, -1.759], [-0.098, 1.522, -3.015], [2.220, -2.361, 0.162], [2.258, -1.212, 1.517], [1.801, -2.904, 1.791], [-1.633, 2.708, -0.601], [-1.779, 3.431, -2.201], [-2.353, 1.786, -1.925]]}



Entry 9:
{"formula": "C6H14N2O", "method": "ωB97M-V/def2-TZVPD", "orbital_gap_ev": [7.985, 7.824], "energy_ha": -421.51175, "e_above_lowest_kj_mol": 757.5, "multiplicity": 1, "charge": 0, "symbols": ["C", "C", "C", "C", "C", "N", "C", "O", "N", "H", "H", "H", "H", "H", "H", "H", "H", "H", "H", "H", "H", "H", "H"], "coordinates": [[0.325, 0.272, -0.517], [0.429, -0.105, 0.810], [-2.216, -1.245, -0.504], [0.981, -0.417, -1.656], [-0.240, 0.608, 1.936], [-1.059, -1.541, 0.313], [1.801, 2.644, 0.488], [-0.458, -2.723, -0.157], [2.091, 1.488, 0.108], [-0.395, -2.683, -1.129], [-0.420, 1.023, -0.766], [1.196, -0.826, 1.069], [-2.629, -0.284, -0.191], [-2.003, -1.208, -1.587], [-2.987, -2.013, -0.353], [0.231, -0.817, -2.348], [1.588, 0.298, -2.218], [1.624, -1.230, -1.322], [-0.773, -0.119, 2.551], [0.503, 1.100, 2.567], [-0.955, 1.356, 1.587], [0.801, 2.980, 0.823], [2.565, 3.443, 0.497]]}



Entry 10:
{"formula": "C6H14N2O2", "method": "ωB97M-V/def2-TZVPD", "orbital_gap_ev": 9.769, "smiles": "CNC(C)=O.CNC(C)=O", "energy_ha": -497.00358, "e_above_lowest_kj_mol": 141.6, "multiplicity": 1, "charge": 0, "symbols": ["C", "N", "C", "C", "O", "H", "H", "H", "H", "H", "H", "H", "C", "N", "C", "C", "O", "H", "H", "H", "H", "H", "H", "H"], "coordinates": [[2.093, 1.736, -0.931], [2.820, 0.562, -0.384], [2.370, -0.048, 0.752], [3.247, -1.120, 1.287], [1.487, 0.446, 1.438], [1.653, 2.275, -0.103], [2.905, 2.289, -1.394], [1.318, 1.393, -1.608], [3.596, 0.109, -0.854], [4.213, -1.366, 0.805], [2.810, -2.088, 0.966], [3.513, -1.199, 2.334], [-3.072, 0.302, 1.448], [-2.142, -0.015, 0.350], [-2.434, -0.522, -0.917], [-1.231, -0.869, -1.726], [-3.574, -0.458, -1.336], [-3.772, 1.036, 1.071], [-3.285, -0.672, 1.903], [-2.466, 0.754, 2.238], [-1.164, -0.080, 0.587], [-0.331, -0.296, -1.495], [-0.936, -1.913, -1.568], [-1.513, -0.753, -2.772]]}